This record from the OMol25 dataset describes a molecular structure, C37H35ClN2PtS2Si2 in a non-equilibrium geometry. The level of theory is ωB97M-V/def2-TZVPD.

Structure (ORCA input):
```
! RIJCOSX wB97M-V def2-TZVPD def2/J DEFGRID3
* xyz 2 5
C -1.533 -0.413 4.708
C -2.185 0.036 3.480
C -2.109 -1.078 2.540
H -2.700 0.979 3.323
C -1.583 -2.209 3.245
C -1.225 -1.806 4.547
H -0.859 -2.452 5.348
H -1.484 0.172 5.623
H -2.533 -1.068 1.541
H -1.559 -3.228 2.851
Pt -0.120 -0.090 2.988
Si -0.599 -0.045 -3.029
C -0.116 1.485 -3.978
C 1.220 1.689 -4.359
H 1.982 0.948 -4.106
C 1.589 2.848 -5.048
H 2.629 2.993 -5.354
C 0.623 3.820 -5.342
H 0.908 4.722 -5.890
C -0.700 3.636 -4.929
H -1.450 4.401 -5.141
C -1.071 2.476 -4.241
H -2.097 2.344 -3.891
C 0.164 -1.446 -4.032
C -0.326 -1.661 -5.327
H -1.142 -1.041 -5.712
C 0.251 -2.654 -6.137
H -0.126 -2.806 -7.148
C 1.304 -3.435 -5.654
H 1.743 -4.216 -6.276
C 1.811 -3.210 -4.369
H 2.633 -3.810 -3.977
C 1.266 -2.194 -3.581
H 1.716 -1.985 -2.608
H -2.070 -0.117 -2.969
Si 0.880 0.105 -0.919
C 0.026 -1.608 -0.595
C -1.354 -1.883 -0.714
H -2.083 -1.093 -0.930
C -1.852 -3.187 -0.596
H -2.921 -3.371 -0.732
C -0.987 -4.248 -0.329
H -1.368 -5.271 -0.266
C 0.372 -3.982 -0.137
H 1.063 -4.799 0.087
C 0.864 -2.673 -0.219
H 1.921 -2.477 -0.004
C -0.309 1.579 -0.646
C -1.644 1.458 -0.223
H -2.008 0.509 0.181
C -2.519 2.541 -0.340
H -3.581 2.394 -0.142
C -2.025 3.800 -0.692
H -2.705 4.655 -0.763
C -0.657 3.964 -0.914
H -0.246 4.952 -1.136
C 0.205 2.868 -0.868
H 1.277 2.986 -1.046
H 2.322 0.270 -1.031
Cl 1.583 0.373 1.342
C -1.016 3.238 2.885
C -0.062 2.813 3.920
N 0.473 1.594 4.008
C 1.426 1.453 5.024
C 1.607 2.627 5.721
S 0.590 3.880 5.117
C 2.001 0.149 5.091
C 2.967 -0.450 5.881
S 3.232 -2.096 5.414
C 2.049 -1.938 4.151
N 1.503 -0.726 4.125
C 1.738 -3.008 3.194
H -2.040 2.965 3.175
H -0.955 4.330 2.803
H -0.781 2.792 1.912
H 2.296 2.718 6.548
H 3.468 0.059 6.692
H 2.672 -3.512 2.912
H 1.067 -3.738 3.664
H 1.258 -2.600 2.297
*
```

Computed properties:
Strongest force on any atom, eV/Å: 3.3
HOMO (alpha / beta), eV: -12.51 / -13.11
LUMO energy (alpha / beta), eV: -5.33 / -8.33
⟨S²⟩: 6.019
Total energy, eV: -95094.2821

These are the Mulliken partial charges, in e, on atoms 1 to 5: atom 1 (C): -0.3330, atom 2 (C): -0.8118, atom 3 (C): -0.5680, atom 4 (H): 0.6553, atom 5 (C): -0.4260

---

This record from the OMol25 dataset describes a molecular structure, C37H35FeGeNO3S2 in a non-equilibrium geometry. The level of theory is ωB97M-V/def2-TZVPD.

Structure (ORCA input):
```
! RIJCOSX wB97M-V def2-TZVPD def2/J DEFGRID3
* xyz 3 6
Fe 1.281 0.223 -0.060
O -0.096 -0.248 1.200
S -0.668 -0.401 2.620
C -1.043 1.296 3.177
C -0.177 2.398 2.566
C -0.815 3.055 1.349
C 0.077 4.130 0.732
S 1.179 3.574 -0.606
O 1.406 2.074 -0.300
C 0.163 3.637 -2.045
C -0.956 2.829 -2.243
C -1.704 3.010 -3.391
C -1.345 3.988 -4.318
C -0.233 4.785 -4.108
C 0.537 4.610 -2.964
C 0.646 -0.821 3.719
C 0.312 -1.756 4.691
C 1.233 -2.041 5.692
C 2.456 -1.390 5.710
C 2.780 -0.461 4.722
C 1.882 -0.174 3.711
H -0.897 1.213 4.256
H -2.108 1.434 2.989
H 0.816 2.009 2.330
H -0.011 3.157 3.333
H -1.749 3.529 1.657
H -1.098 2.305 0.607
H 0.736 4.597 1.464
H -0.496 4.922 0.244
H -1.259 2.087 -1.514
H -2.585 2.406 -3.561
H -1.943 4.129 -5.209
H 0.045 5.539 -4.831
H 1.417 5.219 -2.799
H -0.652 -2.250 4.677
H 0.986 -2.761 6.461
H 3.162 -1.601 6.503
H 3.729 0.055 4.757
H 2.134 0.567 2.962
O 0.803 -0.084 -2.578
C -0.055 -0.502 -1.993
Ge -2.116 -2.039 -1.860
C -3.362 -0.863 -1.047
C -3.625 -1.051 0.314
C -4.601 -0.296 0.944
C -5.310 0.655 0.221
C -5.053 0.853 -1.133
C -4.088 0.093 -1.769
C -1.900 -2.483 -3.683
C -1.275 -3.707 -3.958
C -1.196 -4.170 -5.260
C -1.727 -3.408 -6.293
C -2.340 -2.184 -6.032
C -2.430 -1.721 -4.735
H -1.374 -2.950 -0.890
H -3.089 -1.804 0.882
H -4.827 -0.461 1.989
H -6.083 1.234 0.709
H -5.625 1.582 -1.691
H -3.923 0.232 -2.830
H -0.864 -4.311 -3.156
H -0.729 -5.121 -5.474
H -1.669 -3.770 -7.311
H -2.753 -1.605 -6.847
H -2.918 -0.773 -4.546
C 2.843 -1.205 -0.432
C 3.596 -1.598 0.682
C 4.720 -0.824 1.126
C 5.498 -1.257 2.157
C 5.183 -2.472 2.810
C 4.074 -3.247 2.404
C 3.295 -2.818 1.374
C 5.974 -2.902 3.908
N 6.592 -3.218 4.827
H 3.320 -0.515 -1.136
H 2.253 -1.977 -0.926
H 4.967 0.093 0.607
H 6.360 -0.689 2.481
H 3.862 -4.176 2.917
H 2.451 -3.413 1.048
*
```

Computed properties:
Strongest force on any atom, eV/Å: 1.3
HOMO (alpha / beta), eV: -16.14 / -16.83
LUMO energy (alpha / beta), eV: -9.15 / -10.62
⟨S²⟩: 8.803
Total energy, eV: -159114.4434

These are the Mulliken partial charges, in e, on atoms 1 to 5: atom 1 (Fe): 1.8293, atom 2 (O): 0.0927, atom 3 (S): 0.1985, atom 4 (C): -0.9700, atom 5 (C): -0.3832

---

This record from the OMol25 dataset describes 6 unconnected molecules or ions with the total composition C37H35N4O21 in a non-equilibrium geometry. The level of theory is ωB97M-V/def2-TZVPD.

Structure (ORCA input):
```
! RIJCOSX wB97M-V def2-TZVPD def2/J DEFGRID3
* xyz 1 1
N 3.645 0.065 3.503
C 2.300 -0.497 3.748
O 1.669 -0.118 4.744
C 1.769 -1.526 2.670
C 0.507 -2.293 3.249
C -0.893 -1.667 2.765
C -2.043 -1.939 3.801
C -2.147 -0.754 4.858
N -2.487 0.470 4.051
C -1.559 0.695 2.992
N -1.443 1.997 2.565
N -0.718 -0.248 2.347
H 3.544 1.059 3.235
H 4.181 -0.012 4.373
H 1.608 -1.016 1.676
H 2.578 -2.312 2.488
H 0.575 -2.358 4.386
H 0.526 -3.372 2.887
H -1.158 -2.259 1.822
H -3.009 -2.031 3.210
H -1.814 -2.917 4.327
H -1.130 -0.633 5.343
H -2.979 -0.974 5.589
H -2.383 1.258 4.715
H -2.160 2.473 2.019
H -0.554 2.459 2.791
H -0.922 -0.150 1.338
C 1.879 2.130 -2.060
C 1.812 2.248 -0.736
C 2.899 1.740 0.149
O 2.803 1.886 1.360
C 4.041 1.077 -0.476
C 4.109 0.953 -1.804
C 3.034 1.486 -2.690
O 3.135 1.372 -3.900
O 5.157 0.339 -2.401
O 0.747 2.839 -0.130
H 1.098 2.496 -2.713
H 4.814 0.697 0.179
H 4.972 0.380 -3.358
H 0.941 2.801 0.824
C 2.569 -1.994 -3.854
C 2.819 -2.909 -4.794
C 2.237 -4.281 -4.716
O 2.471 -5.082 -5.600
C 1.399 -4.607 -3.557
C 1.154 -3.692 -2.619
C 1.714 -2.314 -2.711
O 1.452 -1.498 -1.839
O 0.383 -3.974 -1.537
O 3.609 -2.631 -5.855
H 2.982 -0.995 -3.896
H 0.997 -5.610 -3.503
H 0.361 -3.151 -1.015
H 3.631 -3.451 -6.385
C 4.495 7.584 1.239
C 4.756 6.668 0.303
C 4.179 5.295 0.377
O 4.424 4.489 -0.505
C 3.335 4.965 1.527
C 3.076 5.879 2.464
C 3.630 7.261 2.376
O 3.355 8.071 3.242
O 2.298 5.590 3.536
O 5.555 6.948 -0.755
H 4.904 8.584 1.196
H 2.938 3.961 1.577
H 2.264 6.413 4.061
H 5.585 6.128 -1.283
C -2.553 1.205 -3.833
C -2.359 1.189 -2.513
C -1.938 -0.053 -1.803
O -1.751 -0.022 -0.591
C -1.768 -1.272 -2.594
C -1.965 -1.259 -3.914
C -2.359 -0.011 -4.629
O -2.512 -0.034 -5.834
O -1.814 -2.378 -4.659
O -2.535 2.304 -1.760
H -2.856 2.100 -4.360
H -1.480 -2.169 -2.063
H -2.010 -2.108 -5.577
H -2.332 2.033 -0.847
C -6.325 -3.739 1.663
C -5.186 -3.447 1.036
C -5.161 -3.037 -0.390
O -4.084 -2.765 -0.896
C -6.429 -2.983 -1.117
C -7.576 -3.278 -0.496
C -7.604 -3.665 0.946
O -8.667 -3.909 1.482
O -8.759 -3.237 -1.149
O -3.981 -3.499 1.655
H -6.353 -4.037 2.703
H -6.393 -2.698 -2.159
H -9.431 -3.489 -0.486
H -3.332 -3.239 0.974
*
```

Computed properties:
Strongest force on any atom, eV/Å: 4.9
HOMO, eV: -11.55
LUMO energy, eV: -3.92
Total energy, eV: -87885.2770

These are the Mulliken partial charges, in e, on atoms 1 to 5: atom 1 (N): -0.4777, atom 2 (C): 0.3618, atom 3 (O): -0.5816, atom 4 (C): -0.0591, atom 5 (C): -0.9452

---

This record from the OMol25 dataset describes a molecular structure, C37H35N6O2OsSb. The level of theory is ωB97M-V/def2-TZVPD.

Structure (ORCA input):
```
! RIJCOSX wB97M-V def2-TZVPD def2/J DEFGRID3
* xyz 4 5
Os 0.689 -0.086 0.757
O 3.844 -1.452 6.810
N 4.624 -1.643 5.903
O 5.806 -1.829 5.998
C 4.076 -1.508 4.520
C 4.972 -1.465 3.520
C 4.547 -1.228 2.172
C 5.414 -1.240 1.062
C 4.902 -1.006 -0.195
C 3.554 -0.692 -0.340
N 2.715 -0.646 0.698
C 3.204 -0.970 1.937
C 2.258 -1.102 2.987
N 0.944 -0.981 2.611
C -0.005 -1.154 3.539
C 0.305 -1.485 4.849
C 1.622 -1.613 5.234
C 2.655 -1.396 4.289
H 6.024 -1.589 3.748
H 6.468 -1.450 1.200
H 5.530 -1.047 -1.074
H 3.149 -0.470 -1.314
H -1.031 -1.037 3.220
H -0.494 -1.647 5.560
H 1.865 -1.877 6.252
C 2.316 3.495 -3.459
C 2.636 2.036 -3.206
N 1.789 1.545 -2.106
C 1.294 2.318 -1.137
N 0.539 1.680 -0.176
C -0.196 2.513 0.822
C -0.498 3.888 0.260
C 0.820 4.508 -0.158
N 1.483 3.623 -1.138
C 2.358 4.260 -2.152
H 1.327 3.588 -3.911
H 3.040 3.920 -4.152
H 3.687 1.909 -2.941
H 2.431 1.428 -4.084
H 1.394 0.620 -2.165
H 0.406 2.640 1.728
H -1.125 2.001 1.094
H -0.998 4.499 1.009
H -1.151 3.805 -0.612
H 1.476 4.688 0.695
H 0.653 5.461 -0.652
H 3.372 4.324 -1.754
H 1.999 5.277 -2.294
C -4.049 -5.211 -1.159
C -2.947 -5.198 -0.230
C -2.251 -3.998 0.086
C -2.625 -2.847 -0.533
C -3.728 -2.869 -1.483
C -4.415 -4.058 -1.793
Sb -1.783 -0.889 -0.252
C -1.442 -0.495 -2.305
C -0.730 -1.480 -3.001
C -0.433 -1.289 -4.347
C -0.838 -0.124 -4.987
C -1.539 0.854 -4.287
C -1.840 0.678 -2.941
C -3.596 0.010 0.360
C -3.882 1.338 0.054
C -5.100 1.872 0.458
C -6.007 1.090 1.167
C -5.700 -0.225 1.491
C -4.486 -0.776 1.095
H -4.581 -6.135 -1.345
H -2.635 -6.132 0.227
H -1.437 -4.030 0.796
H -4.044 -1.945 -1.957
H -5.229 -4.048 -2.505
H -0.422 -2.403 -2.518
H 0.096 -2.058 -4.897
H -0.622 0.017 -6.038
H -1.873 1.750 -4.796
H -2.410 1.439 -2.425
H -3.189 1.961 -0.496
H -5.340 2.899 0.219
H -6.958 1.510 1.467
H -6.400 -0.825 2.057
H -4.256 -1.801 1.364
*
```

Computed properties:
Strongest force on any atom, eV/Å: 0.8
HOMO (alpha / beta), eV: -19.03 / -19.07
LUMO energy (alpha / beta), eV: -12.01 / -14.41
⟨S²⟩: 6.041
Total energy, eV: -60933.3496

These are the Mulliken partial charges, in e, on atoms 1 to 5: atom 1 (Os): 1.5754, atom 2 (O): -0.5799, atom 3 (N): 1.0636, atom 4 (O): -0.5557, atom 5 (C): -0.4726

---

This record from the OMol25 dataset describes a molecular structure, C37H35OP2Tb in a non-equilibrium geometry. The level of theory is ωB97M-V/def2-TZVPD.

Structure (ORCA input):
```
! RIJCOSX wB97M-V def2-TZVPD def2/J DEFGRID3
* xyz 2 7
C 0.665 -1.403 -2.186
C -0.354 -1.825 -1.342
C -1.667 -1.952 -1.804
C -1.977 -1.605 -3.114
C -0.946 -1.219 -3.982
C 0.369 -1.152 -3.504
P 0.061 -1.824 0.466
C -1.245 -3.030 0.965
C -2.325 -2.495 1.717
C -3.317 -3.383 2.124
C -3.303 -4.713 1.714
C -2.276 -5.213 0.898
C -1.218 -4.365 0.525
Tb -1.207 0.167 1.902
P 0.085 1.818 0.074
C -1.329 2.056 -1.066
C -1.140 2.394 -2.415
C -2.236 2.359 -3.276
C -3.491 1.920 -2.820
C -3.650 1.595 -1.468
C -2.593 1.691 -0.563
C -0.135 3.176 1.368
C 0.614 3.078 2.572
C 0.383 3.972 3.621
C -0.616 4.940 3.495
C -1.392 5.031 2.326
C -1.133 4.172 1.234
C 1.642 2.227 -0.752
C 2.695 1.311 -0.586
C 3.942 1.631 -1.111
C 4.167 2.831 -1.790
C 3.097 3.714 -1.964
C 1.832 3.435 -1.444
C 1.597 -2.855 0.432
C 2.110 -3.619 -0.642
C 3.382 -4.218 -0.525
C 4.137 -4.054 0.647
C 3.600 -3.329 1.724
C 2.334 -2.752 1.625
H 1.363 2.272 2.667
H 1.000 3.939 4.517
H -0.784 5.658 4.286
H -2.172 5.798 2.207
H -1.715 4.213 0.284
H -0.144 2.688 -2.750
H -2.104 2.684 -4.305
H -4.344 1.882 -3.517
H -4.631 1.285 -1.119
H -2.805 1.550 0.521
H 2.537 0.385 -0.023
H 4.765 0.944 -0.980
H 5.148 3.061 -2.218
H 3.229 4.646 -2.498
H 0.995 4.137 -1.537
H 1.520 -3.732 -1.569
H 3.744 -4.817 -1.368
H 5.123 -4.524 0.713
H 4.194 -3.251 2.633
H 1.897 -2.201 2.461
H -2.545 -1.378 1.947
H -4.112 -3.017 2.767
H -4.100 -5.384 2.004
H -2.251 -6.243 0.541
H -0.367 -4.692 -0.111
H -2.432 -2.302 -1.112
H -3.014 -1.664 -3.449
H -1.144 -1.042 -5.050
H 1.223 -0.906 -4.116
H 1.688 -1.278 -1.841
H 0.248 1.374 -4.137
H 0.840 1.130 -3.715
C 0.023 0.054 5.007
O -0.323 0.190 3.655
H 0.969 -0.500 5.165
H -0.792 -0.504 5.478
H 0.113 1.035 5.485
*
```

Computed properties:
Strongest force on any atom, eV/Å: 3.6
HOMO (alpha / beta), eV: -14.14 / -14.11
LUMO energy (alpha / beta), eV: -6.61 / -6.19
⟨S²⟩: 12.729
Total energy, eV: -81981.1939

These are the Mulliken partial charges, in e, on atoms 1 to 5: atom 1 (C): -0.2837, atom 2 (C): 1.0616, atom 3 (C): -0.7625, atom 4 (C): -0.6759, atom 5 (C): -0.5856